The following is a DFT calculation (ωB97M-V/def2-TZVPD) of a molecular structure, C24H15Br2FeN4OSe2Te2 at a distorted geometry.

```
! wB97M-V def2-TZVPD RIJCOSX def2/J DEFGRID3
* xyz 0 6
Fe 0.078 -0.145 0.499
C -2.742 -3.636 -0.298
C -3.344 -3.243 -1.481
C -3.243 -1.922 -1.884
C -2.519 -1.043 -1.093
N -1.893 -1.428 0.017
C -2.022 -2.692 0.415
C -2.383 0.419 -1.420
C -3.032 1.016 -2.486
C -2.816 2.365 -2.709
C -1.979 3.068 -1.863
C -1.388 2.388 -0.810
N -1.593 1.098 -0.602
C -0.478 3.046 0.187
C -0.322 4.421 0.239
C 0.488 4.966 1.221
C 1.093 4.121 2.131
C 0.882 2.758 2.009
N 0.128 2.223 1.045
H -2.806 -4.652 0.064
H -3.891 -3.954 -2.086
H -3.708 -1.592 -2.801
H -1.502 -2.945 1.332
H -3.683 0.449 -3.134
H -3.290 2.861 -3.546
H -1.778 4.114 -2.039
H -0.834 5.064 -0.462
H 0.627 6.038 1.281
H 1.719 4.497 2.928
H 1.313 2.057 2.712
Se 3.992 -1.922 1.145
Te 4.027 -3.100 3.239
Te 0.563 -0.961 2.963
Se 2.463 -0.089 1.521
Br 0.519 1.270 -4.395
C 0.671 -0.469 -3.676
C 0.774 -1.550 -4.580
C 0.925 -2.828 -4.140
Br 1.086 -4.238 -5.392
C 0.968 -3.094 -2.744
C 1.156 -4.375 -2.170
C 1.177 -4.515 -0.816
C 0.963 -3.378 -0.008
N 0.782 -2.185 -0.507
C 0.826 -2.014 -1.857
C 0.718 -0.632 -2.298
O 0.677 0.302 -1.428
H 0.744 -1.347 -5.642
H 1.294 -5.229 -2.819
H 1.341 -5.481 -0.356
H 0.922 -3.459 1.075
*
```

LUMO energy (alpha / beta) = -0.366 / -1.570 eV
Gap between HOMO and LUMO (alpha / beta) = 6.61 / 5.49 eV
Total energy = -12968.60205 a.u.
⟨S²⟩ = 8.780

Atomic partial charges in e from the natural (NBO) method, atoms 1 to 4:
1. Fe 1.2317
2. C -0.2521
3. C -0.1446
4. C -0.2263

The following is a DFT calculation (ωB97M-V/def2-TZVPD) of 2 unconnected molecules or ions with the total composition C21H19NO3S at a distorted geometry.

```
! wB97M-V def2-TZVPD RIJCOSX def2/J DEFGRID3
* xyz 0 1
C -2.324 4.678 2.218
O -1.876 3.558 3.024
C -0.942 2.697 2.534
C -0.679 1.544 3.315
C 0.084 0.524 2.807
C 0.706 0.633 1.534
C 1.470 -0.456 0.990
C 2.514 -0.359 -0.009
C 2.793 -1.687 -0.492
C 3.621 -1.890 -1.588
C 4.228 -0.777 -2.185
C 3.972 0.521 -1.709
C 3.146 0.733 -0.598
C 1.934 -2.617 0.225
C 1.114 -1.855 1.134
C 0.065 -2.493 1.794
C -0.119 -3.871 1.624
C 0.708 -4.610 0.760
C 1.725 -3.975 0.030
C 0.485 1.814 0.787
C -0.263 2.866 1.295
H -3.071 5.147 2.858
H -1.501 5.377 2.019
H -2.781 4.344 1.275
H -1.142 1.476 4.301
H 0.201 -0.392 3.385
H 3.774 -2.908 -1.951
H 4.913 -0.920 -3.022
H 4.406 1.377 -2.221
H 2.958 1.727 -0.204
H -0.620 -1.913 2.400
H -0.924 -4.371 2.159
H 0.567 -5.688 0.664
H 2.373 -4.514 -0.667
H 0.848 1.868 -0.237
H -0.355 3.802 0.741
C 5.499 -0.833 5.060
S 4.662 -1.149 3.498
N 3.601 0.021 3.553
O 5.676 -0.948 2.459
O 4.082 -2.495 3.570
H 6.294 -1.577 5.179
H 5.936 0.168 5.027
H 4.777 -0.911 5.877
H 2.830 -0.179 2.908
*
```

LUMO energy = -3.014 eV
Energy relative to the best compared isomer or geometry (same formula, charge and spin) = 111.09 kcal per mole
Gap between HOMO and LUMO = 3.55 eV
Total energy = -1490.16018 a.u.

Atomic partial charges in e from the natural (NBO) method, atoms 1 to 4:
1. C -0.2595
2. O -0.4775
3. C 0.3972
4. C -0.2671

The following is a DFT calculation (ωB97M-V/def2-TZVPD) of a molecular structure, C2BaF6NO4S2 at a distorted geometry.

```
! wB97M-V def2-TZVPD RIJCOSX def2/J DEFGRID3
* xyz 1 1
C -1.029 -2.373 -0.295
F -1.584 -3.147 -1.256
F -0.147 -1.827 -1.196
F -1.686 -3.036 0.664
Ba 0.917 -1.329 2.782
N -0.752 0.979 -0.238
S -1.644 -0.097 0.443
O -1.257 -0.465 1.825
O -3.047 0.048 0.187
S 0.614 1.614 0.362
O 1.242 0.748 1.399
O 0.461 3.011 0.683
C 1.780 1.487 -1.103
F 1.540 0.380 -1.762
F 1.590 2.532 -1.872
F 3.002 1.475 -0.623
*
```

LUMO energy (alpha / beta) = -5.422 / -5.422 eV
Energy relative to the best compared isomer or geometry (same formula, charge and spin) = 26.35 kcal per mole
Gap between HOMO and LUMO (alpha / beta) = 7.18 / 7.18 eV
Total energy = -1852.56979 a.u.

Atomic partial charges in e from the Mulliken method, atoms 1 to 4:
1. C 0.6212
2. F -0.2083
3. F -0.2193
4. F -0.2234

The following is a DFT calculation (ωB97M-V/def2-TZVPD) of a single C2H6BrClN2 molecule at a distorted geometry.

```
! wB97M-V def2-TZVPD RIJCOSX def2/J DEFGRID3
* xyz 0 1
C 0.396 -1.085 1.363
N -0.251 -0.546 0.255
Cl -2.151 -0.684 0.548
N 0.256 0.546 -0.148
C -0.226 1.093 -1.610
Br 0.341 2.184 1.144
H 0.554 -0.291 2.248
H -0.060 -1.930 1.738
H 1.465 -1.207 1.044
H 0.694 1.574 -1.871
H -0.754 0.301 -2.165
H -1.116 1.844 -1.534
*
```

LUMO energy = -0.822 eV
Energy relative to the best compared isomer or geometry (same formula, charge and spin) = 22.05 kcal per mole
Gap between HOMO and LUMO = 8.39 eV
Total energy = -3223.38339 a.u.

Atomic partial charges in e from the natural (NBO) method, atoms 1 to 4:
1. C -0.4379
2. N -0.1126
3. Cl -0.1375
4. N -0.1687

The following is a DFT calculation (ωB97M-V/def2-TZVPD) of a molecular structure, C30H30N5PtS at a distorted geometry.

```
! wB97M-V def2-TZVPD RIJCOSX def2/J DEFGRID3
* xyz 1 1
Pt -0.006 -0.011 -0.776
C 2.815 -0.111 0.259
N 1.957 0.878 -0.429
C 2.570 1.290 -1.705
C 1.654 1.984 0.490
C 2.382 3.159 0.529
C 2.013 4.171 1.404
C 0.922 3.980 2.245
C 0.196 2.797 2.212
C 0.559 1.782 1.325
N -0.150 0.631 1.070
C -1.128 0.049 1.842
C -1.132 -0.031 3.235
C -2.166 -0.685 3.887
C -3.211 -1.253 3.164
C -3.196 -1.190 1.779
C -2.145 -0.566 1.127
N -2.080 -0.489 -0.350
C -2.361 -1.797 -0.983
C -2.999 0.551 -0.857
H 3.773 0.346 0.516
H 2.321 -0.447 1.168
H 2.987 -0.962 -0.395
H 3.613 1.587 -1.572
H 2.540 0.446 -2.391
H 2.007 2.117 -2.132
H 3.234 3.299 -0.124
H 2.564 5.101 1.418
H 0.614 4.771 2.917
H -0.680 2.672 2.836
H -0.311 0.402 3.792
H -2.151 -0.762 4.966
H -4.026 -1.750 3.672
H -4.013 -1.624 1.216
H -3.404 -2.091 -0.848
H -2.162 -1.719 -2.050
H -1.711 -2.552 -0.554
H -4.021 0.340 -0.532
H -2.693 1.522 -0.475
H -2.967 0.568 -1.945
N 0.790 -2.302 -0.866
C 1.205 -2.990 -0.042
C 1.726 -3.852 0.988
C 2.305 -5.068 0.628
C 2.823 -5.889 1.615
C 2.762 -5.496 2.947
C 2.180 -4.286 3.300
C 1.657 -3.458 2.322
H 2.344 -5.356 -0.414
H 3.277 -6.833 1.346
H 3.170 -6.141 3.715
H 2.136 -3.989 4.339
H 1.193 -2.514 2.583
S -1.427 0.262 -5.255
C -0.657 -0.421 -3.893
N -0.414 0.379 -2.902
C -0.859 1.679 -3.192
C -0.783 2.794 -2.350
C -1.320 3.984 -2.787
C -1.924 4.087 -4.049
C -1.989 3.003 -4.895
C -1.448 1.795 -4.451
H -0.402 -1.473 -3.868
H -0.304 2.708 -1.381
H -1.269 4.855 -2.147
H -2.340 5.033 -4.368
H -2.444 3.086 -5.872
*
```

LUMO energy = -2.341 eV
Energy relative to the best compared isomer or geometry (same formula, charge and spin) = 27.69 kcal per mole
Gap between HOMO and LUMO = 7.09 eV
Total energy = -1952.27569 a.u.

Atomic partial charges in e from the natural (NBO) method, atoms 1 to 4:
1. Pt 0.9700
2. C -0.4128
3. N -0.4506
4. C -0.4148

The following is a DFT calculation (ωB97M-V/def2-TZVPD) of a single C3H4Cl2N4 molecule at a distorted geometry.

```
! wB97M-V def2-TZVPD RIJCOSX def2/J DEFGRID3
* xyz 0 1
N 1.918 -0.171 0.053
C 0.624 -0.599 0.139
Cl 0.507 -1.721 1.557
C -0.287 0.810 0.367
C -1.734 0.507 -0.002
Cl -2.929 1.625 0.499
N -2.003 -0.366 -0.912
N -0.960 -1.190 -1.438
N 0.155 -1.275 -0.985
H 2.623 -0.487 0.718
H 2.242 -0.078 -0.905
H 0.140 1.485 -0.441
H -0.296 1.460 1.350
*
```

LUMO energy = -0.777 eV
Energy relative to the best compared isomer or geometry (same formula, charge and spin) = 26.51 kcal per mole
Gap between HOMO and LUMO = 8.73 eV
Total energy = -1256.01329 a.u.

Atomic partial charges in e from the natural (NBO) method, atoms 1 to 4:
1. N -0.8776
2. C 0.2810
3. Cl -0.0412
4. C -0.5399

The following is a DFT calculation (ωB97M-V/def2-TZVPD) of 3 unconnected molecules or ions with the total composition C9H18BrNO14PS2 at a distorted geometry.

```
! wB97M-V def2-TZVPD RIJCOSX def2/J DEFGRID3
* xyz -1 1
C -1.389 2.311 1.093
C -1.024 0.912 0.607
O 0.393 0.723 0.724
N 0.718 -0.478 0.075
C 1.406 -0.233 -1.186
P 0.399 -0.942 -2.557
O 1.209 -1.417 -3.667
O -0.489 -2.093 -1.907
O -0.618 0.216 -3.067
C 1.366 -1.447 0.950
Br 2.037 -0.696 2.638
C 0.318 -2.551 1.288
O 0.534 -3.655 0.723
O -0.599 -2.253 2.027
H -1.538 2.970 0.260
H -2.332 2.265 1.626
H -0.581 2.646 1.733
H -1.289 0.779 -0.440
H -1.495 0.161 1.236
H 1.516 0.828 -1.396
H 2.376 -0.715 -1.272
H -1.201 -1.739 -1.360
H -1.522 0.002 -2.815
H 2.201 -1.946 0.477
C 2.451 -5.247 -0.887
C 1.589 -5.645 -2.057
O 2.469 -6.414 -2.907
S 3.524 -7.203 -2.003
O 3.071 -8.537 -1.822
O 4.826 -6.930 -2.498
O 3.290 -6.404 -0.645
H 3.098 -4.404 -1.140
H 1.863 -5.001 -0.008
H 1.194 -4.788 -2.594
H 0.766 -6.290 -1.743
C -2.256 6.803 3.125
C -3.538 7.168 2.407
O -3.180 7.176 1.021
S -2.046 6.068 0.753
O -2.659 4.888 0.270
O -0.970 6.687 0.076
O -1.637 5.826 2.284
H -1.586 7.662 3.206
H -2.435 6.388 4.113
H -3.922 8.140 2.703
H -4.309 6.410 2.558
*
```

LUMO energy = 1.683 eV
Gap between HOMO and LUMO = 7.02 eV
Total energy = -5173.67178 a.u.

Atomic partial charges in e from the natural (NBO) method, atoms 1 to 4:
1. C -0.6415
2. C -0.0600
3. O -0.3943
4. N -0.2104

The following is a DFT calculation (ωB97M-V/def2-TZVPD) of 2 unconnected molecules or ions with the total composition C31H39BFI2N6O10PS2 at a distorted geometry.

```
! wB97M-V def2-TZVPD RIJCOSX def2/J DEFGRID3
* xyz -2 1
C 4.857 2.171 4.463
C 3.963 2.072 3.077
I 2.592 3.834 3.170
C 3.022 0.757 2.941
I 2.391 0.370 5.047
C 3.676 -0.559 2.189
C 5.068 -1.146 2.764
B 6.470 -0.381 2.440
O 7.351 0.336 3.382
O 6.967 -0.459 1.021
N 3.398 -0.304 0.728
C 4.160 0.672 -0.081
C 4.733 0.085 -1.542
F 6.167 0.537 -1.691
C 2.524 -1.316 0.049
N 1.646 -1.349 -0.983
C 0.947 -2.599 -1.459
C -0.377 -3.055 -0.626
C -1.543 -1.895 -0.473
C -2.621 -2.281 0.746
C -3.973 -1.351 0.429
C -3.587 0.164 0.989
C -4.001 1.332 -0.087
S -5.901 1.216 -0.261
C -6.602 2.931 0.007
N -8.097 3.140 0.122
N -8.164 4.530 0.326
C -6.787 5.208 0.334
O -5.781 4.152 0.106
C 1.342 -0.061 -1.707
C 1.582 0.085 -3.355
C 1.180 1.518 -4.041
N 0.615 2.739 -3.372
C 0.373 2.584 -1.897
C 0.690 1.283 -0.953
N 2.784 -2.568 0.847
C 3.889 -3.476 0.452
O 5.123 -3.101 0.035
O 3.666 -4.960 0.459
C 2.745 -1.965 2.260
S 0.856 -1.626 2.307
P 2.860 -3.094 3.785
C 4.088 -4.528 3.640
O 1.271 -3.890 3.851
H 4.295 2.755 5.340
H 5.333 1.160 4.808
H 5.779 2.879 4.188
H 4.684 2.312 2.199
H 2.038 1.108 2.363
H 4.969 -1.141 3.956
H 5.291 -2.291 2.507
H 7.902 0.953 2.816
H 7.983 -0.462 1.102
H 3.404 1.539 -0.406
H 5.072 1.214 0.386
H 4.771 -1.083 -1.580
H 4.161 0.590 -2.434
H 0.594 -2.413 -2.585
H 1.764 -3.465 -1.551
H -0.098 -3.578 0.411
H -0.890 -3.928 -1.259
H -2.194 -1.977 -1.471
H -1.134 -0.803 -0.394
H -2.894 -3.443 0.734
H -2.119 -1.960 1.775
H -4.941 -1.800 0.910
H -4.116 -1.249 -0.745
H -4.144 0.294 2.014
H -2.420 0.198 1.147
H -3.739 2.400 0.324
H -3.512 1.178 -1.153
H -6.610 6.355 0.486
H 2.032 -0.850 -3.934
H 1.375 1.601 -5.216
H -0.111 3.523 -1.340
H 0.447 1.308 0.198
H 0.564 -0.371 1.770
H 3.473 -5.496 3.307
H 4.944 -4.412 2.853
H 4.518 -4.792 4.718
H 1.142 -4.446 3.002
C -8.676 0.865 -4.839
C -7.539 0.566 -4.187
C -6.522 1.703 -4.190
O -5.442 1.673 -3.592
C -6.841 2.930 -4.967
C -7.973 3.224 -5.630
C -9.032 2.129 -5.537
O -10.170 2.219 -6.007
O -8.244 4.272 -6.293
O -7.238 -0.514 -3.591
H -9.464 0.122 -4.881
H -6.033 3.652 -4.969
*
```

LUMO energy = 1.128 eV
Gap between HOMO and LUMO = 1.43 eV
Total energy = -4142.65375 a.u.

Atomic partial charges in e from the Mulliken method, atoms 1 to 4:
1. C -0.8647
2. C -0.0262
3. I 0.0460
4. C -1.1563